3 unconnected molecules or ions with the total composition C16H34BBrClO4S, computed with wB97M-V/def2-TZVPD.

Atoms and positions in Å:
O1 1.489 -2.411 -1.209
C1 0.529 -1.816 -0.645
Cl1 0.004 -2.488 0.964
C2 -0.152 -0.584 -1.413
S1 0.154 1.098 -0.689
C3 1.962 1.598 -0.819
C4 2.900 0.448 -1.407
O2 2.854 0.018 -2.601
Br1 4.257 -0.297 -0.116
B1 -0.156 1.104 1.200
O3 0.764 0.494 2.112
O4 -1.383 1.739 1.611
H1 0.093 -0.550 -2.541
H2 -1.298 -0.752 -1.364
H3 2.335 1.920 0.218
H4 2.010 2.482 -1.549
H5 1.267 1.163 2.631
H6 -1.720 1.284 2.430
C5 -2.183 4.587 3.253
C6 -1.452 4.230 4.540
C7 -2.108 3.082 5.310
C8 -3.532 3.358 5.804
C9 -3.681 4.580 6.710
C10 -2.898 4.464 8.011
H7 -3.199 4.936 3.450
H8 -1.654 5.387 2.729
H9 -2.238 3.723 2.585
H10 -1.367 5.116 5.174
H11 -0.427 3.934 4.287
H12 -1.472 2.821 6.162
H13 -2.131 2.190 4.669
H14 -3.889 2.471 6.341
H15 -4.200 3.474 4.943
H16 -4.742 4.705 6.952
H17 -3.380 5.489 6.179
H18 -3.218 3.587 8.579
H19 -3.066 5.348 8.632
H20 -1.824 4.386 7.831
C11 0.751 -4.818 -7.581
C12 1.775 -5.402 -6.618
C13 1.332 -5.341 -5.155
C14 1.121 -3.930 -4.596
C15 2.336 -3.005 -4.683
C16 3.529 -3.496 -3.882
H21 0.579 -3.755 -7.393
H22 1.103 -4.918 -8.611
H23 -0.205 -5.342 -7.499
H24 2.735 -4.897 -6.749
H25 1.942 -6.452 -6.884
H26 2.072 -5.868 -4.542
H27 0.397 -5.901 -5.042
H28 0.814 -4.017 -3.547
H29 0.280 -3.456 -5.115
H30 2.045 -2.018 -4.306
H31 2.633 -2.860 -5.726
H32 3.266 -3.601 -2.826
H33 4.352 -2.780 -3.956
H34 3.895 -4.459 -4.244

Computed properties:
* frontier orbital gap: 7.6255 eV
* net charge: +1